ORCA calculation (wB97M-V/def2-TZVPD) on a structure of composition C9H8O2 at a distorted geometry.

Calculated values
relative energy (zero: lowest compared OMol25 entry of this formula, charge and spin): 464.83 kJ/mol
molar mass: 148.16 g/mol
orbital gap: 8.02 eV
E_LUMO: -0.67 eV

Geometry as ORCA input:
```
! RIJCOSX wB97M-V def2-TZVPD def2/J DEFGRID3
* xyz 0 1
C -1.351 -1.450 -1.187
C 0.354 0.082 -2.113
C -0.672 -1.543 -0.056
C 1.012 0.069 -0.939
C -0.952 -0.587 -2.272
C 0.071 0.916 1.432
C -0.604 2.006 1.200
C 1.091 0.124 2.231
C 0.411 -0.624 0.222
O -1.562 -0.428 -3.307
O 1.296 -0.956 1.289
H -2.113 -2.111 -1.407
H 0.732 0.626 -2.902
H -0.896 -2.286 0.718
H 1.956 0.388 -0.859
H -0.984 2.443 0.276
H -0.780 2.787 1.966
H 2.051 0.740 2.398
H 0.940 -0.197 3.311
*
```